Below is a molecular structure, C24H44AlBeBrClF9N7O9, with properties calculated with ωB97M-V/def2-TZVPD.

Cartesian coordinates (Å):
Br 5.19 -6.78 0.44
Cl 0.44 -3.14 -0.41
Al -5.37 1.09 -3.93
F 0.88 -6.08 -0.82
F 3.31 -6.25 1.79
F 3.07 -4.94 0.00
F 1.07 2.53 -6.11
F -0.73 4.69 -5.64
F 0.59 -7.18 2.58
F -0.91 -6.70 0.94
F 0.21 -8.59 0.95
F 2.21 -7.68 -0.11
O 3.31 0.99 7.73
O 2.25 -0.69 -0.87
O 2.33 -5.00 4.03
O -0.87 6.39 -3.80
O 4.17 2.69 -4.27
O -3.42 0.45 -3.72
O -2.78 2.52 -3.07
O -3.40 0.26 -0.55
O 2.31 -0.05 5.99
N -0.50 -4.90 5.16
N 0.88 -4.09 7.05
N 2.32 2.99 -3.00
N 1.61 -4.23 3.19
N 2.38 3.79 -5.14
N 0.31 -2.63 2.36
N -1.23 -3.02 6.52
C 1.42 -6.63 0.31
C -2.90 3.67 -5.11
C 3.63 -0.49 -1.17
C -2.10 -0.17 -1.02
C -2.84 3.87 -3.62
C 3.04 3.12 -4.14
C 4.67 0.08 6.05
C -1.16 -0.26 0.24
C 2.36 -5.57 1.01
C -4.40 -0.67 -0.99
C -1.67 -1.34 1.31
C 0.30 -7.25 1.25
C 0.67 -2.65 4.99
C -3.65 2.35 -5.23
C -0.69 7.70 -3.73
C -0.04 -3.70 5.96
C -3.27 1.65 -3.95
C -0.55 -1.42 2.41
C 1.62 -4.46 1.80
C -1.18 8.18 -2.35
C -1.56 8.37 -4.83
C 0.77 -3.41 1.30
C 3.29 0.37 6.65
C 0.83 -3.16 3.52
Be -2.76 8.20 -7.00
H -1.70 0.58 -1.74
H -1.96 4.43 -3.32
H 0.23 -5.62 5.18
H -4.22 -1.71 -0.59
H -4.53 -0.65 -2.11
H -1.09 9.26 -2.27
H 2.76 2.51 -2.23
H -1.88 -2.95 5.72
H -1.64 -3.69 7.18
H -4.74 2.51 -5.25
H 0.17 -1.65 5.01
H -1.88 -2.31 0.79
H 5.26 -0.52 6.74
H 0.08 -0.49 2.44
H -2.22 7.92 -2.16
H -3.33 1.78 -6.10
H -1.12 0.75 0.74
H 0.33 8.11 -3.86
H -3.38 4.49 -5.64
H 1.44 4.16 -5.06
H 1.39 3.34 -2.88
H 3.93 -1.15 -1.99
H -5.38 -0.32 -0.55
H -2.12 -1.19 -1.49
H -1.48 9.46 -4.78
H -3.73 4.36 -3.23
H -1.23 8.06 -5.83
H 2.88 3.91 -6.02
H -2.60 -0.88 1.76
H -1.89 3.55 -5.51
H 1.52 -4.84 6.74
H 3.78 0.55 -1.47
H -1.08 -1.46 3.41
H -0.09 -0.51 -0.02
H 0.29 -4.48 7.79
H 1.72 -2.46 5.36
H 5.20 1.02 5.86
H -0.58 7.74 -1.55
H 4.59 -0.46 5.11
H -2.62 8.11 -4.72
H 2.14 -1.61 -0.61
H -1.34 -5.24 5.63
H 2.42 -4.54 4.90
H 4.24 -0.70 -0.29

Properties
**HOMO**: -8.8 eV
**Energy**: -168451.31166 eV
**Total charge**: +1
**Largest force on an atom**: 3.4 eV Å⁻¹

Below is a molecular structure, C24H44AsN6Si2V, with properties calculated with ωB97M-V/def2-TZVPD.

Cartesian coordinates (Å):
As -1.81 1.34 -0.91
V 1.43 -0.77 0.43
Si -3.85 1.01 0.14
Si -1.78 3.66 -0.99
N 1.40 -0.76 -1.74
N 3.67 -0.66 0.73
N -0.64 -1.30 0.94
N 1.14 1.38 0.73
N 1.52 -0.65 2.65
N 1.84 -2.89 -0.17
C 2.45 -4.39 -3.52
C 2.22 -3.32 -4.30
C 2.37 -5.21 0.12
C -4.18 -0.85 0.14
C 2.52 -5.39 -1.23
C -0.86 -1.28 2.40
C -2.52 4.55 0.50
C 1.56 -0.92 -4.53
C 0.46 -1.56 3.13
C 1.12 0.28 -2.51
C 1.29 0.75 3.12
C -2.62 4.32 -2.53
C 0.60 1.62 2.08
C 2.02 -3.95 0.60
C 3.94 -0.43 2.17
C 1.98 -3.06 -1.51
C -3.90 1.54 1.95
C -5.27 1.86 -0.74
C 2.32 -4.29 -2.09
C 1.85 -2.05 -3.74
C 1.74 -1.92 -2.35
C 1.18 0.24 -3.91
C 2.87 -1.11 3.03
C 0.04 4.21 -1.08
H -3.59 4.37 0.58
H -0.46 1.41 2.01
H 0.77 -2.58 2.91
H -2.37 5.63 0.40
H -4.88 1.34 2.38
H 2.92 -2.19 2.86
H 2.30 -3.39 -5.38
H -3.53 -1.37 0.86
H 0.33 -1.48 4.21
H -2.57 5.42 -2.57
H 0.72 0.75 4.04
H -2.05 4.23 1.43
H 0.11 5.27 -1.30
H -2.14 3.93 -3.43
H -1.21 -0.56 0.49
H 1.90 -3.81 1.67
H -3.67 4.02 -2.56
H 4.18 0.03 0.18
H 1.62 -0.98 -5.61
H 0.82 1.19 -2.01
H 2.72 -5.34 -3.94
H -0.93 -2.18 0.54
H 3.93 0.65 2.34
H -6.22 1.62 -0.27
H 0.35 1.59 0.09
H 0.58 3.67 -1.86
H -1.60 -2.02 2.72
H 2.50 -6.04 0.81
H 0.93 1.12 -4.48
H -4.02 -1.29 -0.84
H 4.92 -0.79 2.48
H 0.69 2.67 2.38
H -3.69 2.60 2.07
H -5.16 2.94 -0.73
H -1.25 -0.31 2.69
H -5.32 1.54 -1.79
H -3.16 0.98 2.54
H 2.79 -6.35 -1.65
H 2.26 1.19 3.36
H -5.21 -1.05 0.44
H 3.07 -0.93 4.09
H 1.90 2.02 0.51
H 0.55 4.04 -0.13
H 4.04 -1.56 0.46

Properties
**Spin multiplicity**: 4
**HOMO (alpha / beta)**: -8.2 / -8.2 eV
**Energy**: -136824.25965 eV
**Total charge**: +1
**Largest force on an atom**: 0.2 eV Å⁻¹

Below is a molecular structure, C24H44B2HfN10O2, with properties calculated with ωB97M-V/def2-TZVPD.

Cartesian coordinates (Å):
Hf 0.24 -0.14 -0.11
O -0.44 2.82 -0.37
O -2.37 1.71 -0.72
N -1.88 -4.33 -0.30
N -0.06 -3.85 -1.46
N 2.37 -0.74 -0.21
N -0.69 -2.23 0.08
N 3.20 -0.25 -1.16
N 1.94 1.24 2.74
N 1.14 -0.02 4.38
N 1.44 -0.03 -3.08
N 0.30 -0.28 2.12
N 0.39 -0.18 -2.25
C 3.14 -0.99 0.88
C -3.45 3.13 -2.35
C 1.00 0.06 -4.33
C -2.69 3.09 -1.03
C 2.06 0.89 5.04
C -1.21 5.13 -0.36
C 4.44 -0.20 -0.69
C -0.56 -5.05 -2.11
C -0.56 -1.43 2.42
C 2.67 1.70 3.91
C -0.73 -0.19 -3.01
C -1.68 -5.48 -1.17
C -1.28 3.78 -1.06
C 1.10 -3.21 -2.01
C 0.28 -0.78 5.27
C -3.60 3.60 0.09
C -2.88 -4.49 0.73
C -0.39 -0.04 -4.34
C -1.47 -1.79 1.24
C -0.70 3.90 -2.47
C 1.03 0.27 3.06
C -0.89 -3.41 -0.49
C 4.45 -0.66 0.62
C 1.90 2.11 1.59
B -1.08 1.60 -0.26
B 2.93 0.05 -2.67
H 1.84 -3.99 -2.23
H -0.93 -4.81 -3.11
H 1.68 0.17 -5.15
H 3.50 -0.77 -3.30
H 2.70 -1.42 1.77
H 0.06 -2.31 2.65
H -3.92 4.62 -0.11
H -3.10 3.56 1.06
H -0.20 5.53 -0.44
H -0.70 -0.32 5.39
H 1.80 1.56 0.64
H -4.42 2.64 -2.22
H -1.39 -6.35 -0.56
H 2.83 2.67 1.57
H -2.60 -5.71 -1.69
H 3.32 1.15 -2.87
H 2.81 0.31 5.59
H -1.03 0.00 -5.19
H 0.34 4.24 -2.39
H 0.23 -5.79 -2.20
H 0.86 -2.69 -2.94
H -1.70 -0.31 -2.55
H 3.74 1.50 3.78
H 5.30 -0.75 1.27
H -1.21 -1.23 3.28
H -1.25 4.63 -3.06
H -2.44 -4.62 1.72
H 1.07 2.83 1.66
H 1.53 1.51 5.76
H -4.48 2.97 0.15
H -3.44 -5.39 0.50
H 2.53 2.78 4.05
H -1.47 5.06 0.69
H 1.53 -2.53 -1.28
H 5.25 0.15 -1.30
H -2.15 -2.56 1.59
H 0.17 -1.82 4.95
H -0.70 2.94 -2.97
H 0.76 -0.78 6.25
H -3.60 -3.67 0.74
H -2.91 2.61 -3.14
H -1.89 5.83 -0.85
H -3.63 4.16 -2.64
H -2.07 -0.90 0.96

Properties
**HOMO**: -14.1 eV
**Energy**: -47248.59657 eV
**Total charge**: +2
**Largest force on an atom**: 5.2 eV Å⁻¹

Below is a molecular structure, C24H44BBaGeN8S, with properties calculated with ωB97M-V/def2-TZVPD.

Cartesian coordinates (Å):
Ba -0.12 0.05 0.04
Ge -1.05 1.28 -3.55
S -2.74 1.79 1.23
N 2.70 -2.12 1.23
N -3.31 3.16 -0.98
N -0.43 -2.70 0.58
N 1.10 -1.92 3.22
N -1.79 4.12 0.46
N 0.45 -0.76 3.00
N 2.47 -0.97 0.56
N 0.51 -3.43 1.23
C 3.66 0.47 -1.06
C -2.95 0.79 -3.10
C -2.60 3.10 0.16
C -0.70 -4.86 0.05
C 1.25 -2.13 4.54
C 0.45 2.23 3.91
C -2.28 -3.06 -1.01
C 0.69 -1.08 5.21
C 0.36 -4.73 0.92
C 0.19 -0.24 4.19
C 4.68 1.47 -0.51
C 3.56 -0.73 -0.16
C 4.00 0.06 -2.49
C -1.16 -3.55 -0.14
C -1.06 1.32 5.71
C -1.76 5.42 -0.20
C -0.94 3.30 -3.38
C -0.50 1.09 4.31
C -1.14 1.18 -5.55
C -3.54 -3.91 -0.81
C -1.85 -3.03 -2.48
C 3.92 -2.59 0.94
C 0.10 0.28 -2.49
C 4.52 -1.73 0.05
B 1.64 -2.84 2.10
H -2.95 3.71 -1.75
H -2.58 6.06 0.13
H -1.08 -5.77 -0.38
H 4.04 0.93 -3.14
H 5.68 1.02 -0.47
H -1.97 1.78 -5.95
H 0.08 3.59 -3.64
H -1.40 4.06 1.38
H 3.24 -0.62 -2.88
H -3.73 2.29 -1.26
H -1.64 2.25 5.74
H 4.74 2.35 -1.16
H -1.63 3.86 -4.02
H 1.75 -3.02 4.89
H -1.55 -4.03 -2.81
H 4.42 1.80 0.50
H 2.68 0.95 -1.09
H 2.20 -3.77 2.63
H -0.26 1.40 6.44
H -1.72 0.50 6.01
H -1.06 3.59 -2.33
H -2.51 -2.04 -0.70
H -1.03 -2.33 -2.64
H -3.82 -3.96 0.24
H -2.69 -2.71 -3.11
H 5.50 -1.82 -0.39
H 1.30 2.28 4.59
H -3.69 1.54 -3.40
H 0.84 2.07 2.90
H -1.29 0.13 -5.85
H -0.21 1.52 -5.99
H 4.98 -0.44 -2.53
H -4.37 -3.49 -1.38
H -0.82 5.90 0.02
H -3.18 -0.13 -3.64
H -3.37 -4.93 -1.17
H 1.14 0.51 -2.80
H -3.07 0.56 -2.03
H 1.02 -5.47 1.35
H -1.81 5.31 -1.28
H 4.27 -3.51 1.39
H -1.33 1.10 3.60
H 0.62 -0.94 6.28
H -0.07 3.19 3.94

Properties
**HOMO**: -1.7 eV
**Energy**: -106247.20745 eV
**Total charge**: -1
**Largest force on an atom**: 0.5 eV Å⁻¹